Entry 1:
{"formula": "C36H47HfN3O2P2Si2", "method": "ωB97M-V/def2-TZVPD", "charge": 2, "total_energy_ev": -82293.83531, "lumo_ev": -4.9, "species": ["Hf", "C", "Si", "C", "C", "N", "P", "C", "P", "N", "Si", "C", "C", "C", "C", "C", "C", "C", "C", "C", "C", "C", "C", "C", "C", "C", "C", "C", "C", "C", "C", "C", "C", "C", "C", "C", "C", "C", "H", "H", "H", "H", "H", "H", "H", "H", "H", "H", "H", "H", "H", "H", "H", "H", "H", "H", "H", "H", "H", "H", "H", "H", "H", "H", "H", "H", "H", "H", "H", "H", "H", "H", "H", "H", "H", "H", "O", "C", "O", "C", "N", "C", "C", "C", "H", "H", "H", "H", "H", "H", "H", "H", "H"], "coordinates": [[-0.2575, -0.6823, -1.1394], [1.0551, -2.4699, -3.0539], [2.5830, -1.7079, -2.1979], [3.7362, -3.0203, -1.6360], [3.3931, -0.5493, -3.3689], [1.8026, -0.8186, -0.9052], [1.6492, -1.0854, 0.7372], [0.0272, -0.5783, 1.0678], [-0.1890, 1.1327, 0.9071], [-0.3230, 1.3317, -0.7302], [-0.5594, 2.5919, -1.9488], [0.4425, 4.1158, -1.7273], [0.0248, 1.7582, -3.5150], [-2.3653, 3.0169, -2.0102], [-1.7759, 1.5905, 1.6396], [-2.2035, 2.9192, 1.6490], [-3.4794, 3.2382, 2.0937], [-4.3301, 2.2351, 2.5451], [-3.8988, 0.9129, 2.5620], [-2.6254, 0.5865, 2.1058], [1.0274, 2.2214, 1.6183], [0.9520, 2.5159, 2.9835], [1.9219, 3.3119, 3.5692], [2.9659, 3.8125, 2.7976], [3.0511, 3.5108, 1.4452], [2.0840, 2.7105, 0.8540], [1.6962, -2.8814, 0.9634], [2.6733, -3.5607, 1.6772], [2.6552, -4.9527, 1.7259], [1.6717, -5.6651, 1.0580], [0.6870, -4.9936, 0.3354], [0.7104, -3.6135, 0.3038], [3.0391, -0.4446, 1.6438], [2.9805, -0.4229, 3.0394], [4.0851, 0.0000, 3.7618], [5.2401, 0.3975, 3.0945], [5.2932, 0.3852, 1.7074], [4.1879, -0.0303, 0.9775], [1.1453, -2.4704, -4.1413], [0.0944, -1.9370, -2.8970], [0.8832, -3.4916, -2.7106], [4.4065, -3.2897, -2.4574], [3.2163, -3.9211, -1.3007], [4.3560, -2.6624, -0.8074], [4.0660, -1.0984, -4.0354], [3.9913, 0.1978, -2.8375], [2.6667, -0.0235, -3.9946], [1.5006, 3.9440, -1.9353], [0.3534, 4.5536, -0.7289], [0.0743, 4.8571, -2.4454], [1.1173, 1.7962, -3.5557], [-0.3551, 2.2562, -4.4122], [-0.2891, 0.7120, -3.6352], [-2.5370, 4.0801, -1.8195], [-2.9165, 2.4525, -1.2524], [-2.7874, 2.7849, -2.9922], [-1.5422, 3.7114, 1.3120], [-3.8065, 4.2700, 2.1036], [-5.3151, 2.4901, 2.9158], [-4.5397, 0.1474, 2.9892], [-2.2513, -0.4317, 2.1514], [0.1385, 2.1279, 3.5862], [1.8649, 3.5461, 4.6246], [3.7176, 4.4432, 3.2556], [3.8713, 3.8975, 0.8531], [2.1618, 2.4500, -0.1948], [3.4595, -3.0170, 2.1852], [3.4185, -5.4801, 2.2838], [1.6661, -6.7469, 1.0983], [-0.0836, -5.5478, -0.1856], [-0.0710, -3.0894, -0.2488], [2.0783, -0.7327, 3.5561], [4.0493, 0.0184, 4.8432], [6.1034, 0.7224, 3.6618], [6.1925, 0.7031, 1.1951], [4.2192, -0.0247, -0.1065], [-2.2404, -1.8714, -0.6839], [-2.7953, -0.9653, -1.3671], [-2.1344, -0.3372, -2.2493], [-4.2015, -0.5348, -1.0700], [-4.8255, -1.5345, -0.1100], [-6.0744, -2.0888, -0.7807], [-6.4860, -0.9558, -1.7038], [-5.1535, -0.4561, -2.2693], [-4.1306, 0.4103, -0.5279], [-5.0603, -1.0640, 0.7646], [-4.1258, -2.2483, 0.1220], [-6.7914, -2.3672, -0.0138], [-5.7648, -2.9769, -1.3283], [-6.9845, -0.1702, -1.1311], [-7.1751, -1.2994, -2.4718], [-5.1978, 0.5556, -2.6625], [-4.8045, -1.1118, -3.0681]], "atomic_forces_ev_per_a": [[0.3196, 0.9767, 1.3131], [0.0697, -0.0511, 0.0047], [-0.3312, 0.0102, 0.1065], [0.2205, -0.2925, 0.1294], [0.2157, 0.3142, -0.2391], [0.4564, -0.7460, 0.1719], [-0.0475, -0.5054, -0.1067], [0.4811, 0.3254, -0.6696], [-0.3931, -0.1763, -0.0047], [-0.0781, 0.4170, 0.0991], [-0.2007, -0.3961, -0.0027], [0.2170, 0.3014, 0.2078], [0.1019, -0.1675, -0.2234], [-0.3837, 0.0897, -0.0012], [-0.1604, -0.0567, -0.0047], [-0.0530, -0.0553, -0.0438], [0.0353, -0.0279, -0.0041], [0.0340, -0.0130, -0.0076], [-0.0218, 0.0175, -0.0179], [0.0234, 0.0550, 0.0514], [0.1553, 0.1114, 0.1270], [0.0177, 0.0244, -0.0760], [0.0344, 0.0068, -0.0501], [-0.0124, 0.0025, 0.0315], [-0.0354, -0.0263, 0.0073], [0.0389, -0.0598, 0.0499], [0.0017, -0.0725, 0.0152], [0.0306, -0.0498, -0.0050], [-0.0090, 0.0411, -0.0138], [-0.0230, -0.0249, -0.0107], [0.1186, -0.0309, 0.0703], [0.0006, 0.1216, -0.0585], [0.0170, 0.2781, 0.1355], [0.0665, 0.0543, -0.0405], [0.0249, 0.0060, -0.0725], [-0.0177, -0.0015, 0.0292], [-0.0287, -0.0022, 0.0031], [0.0613, -0.0383, 0.0214], [-0.0295, -0.0516, 0.0094], [-0.1561, -0.2093, -0.4831], [-0.0369, 0.0034, -0.0336], [-0.0372, -0.0408, 0.0709], [0.0684, 0.0359, 0.0188], [-0.0020, -0.0456, -0.0689], [-0.0622, 0.0701, 0.0224], [-0.0217, -0.0401, -0.0754], [0.0654, 0.0338, 0.0501], [-0.0264, 0.0695, 0.0374], [0.0174, 0.0017, -0.0715], [0.0658, -0.0414, 0.0417], [-0.0407, -0.0438, -0.0458], [0.0572, 0.0548, 0.0836], [-0.0035, 0.0042, 0.0304], [-0.0126, -0.0792, -0.0139], [-0.0281, 0.0478, -0.0521], [-0.0138, 0.0101, 0.0766], [0.0040, -0.0350, 0.0042], [0.0124, -0.0226, -0.0029], [0.0235, -0.0047, -0.0128], [0.0286, 0.0026, -0.0003], [-0.0152, 0.0158, -0.0330], [-0.0026, 0.0082, -0.0301], [-0.0021, -0.0005, -0.0346], [-0.0165, -0.0221, -0.0071], [-0.0306, -0.0146, 0.0177], [-0.0354, 0.0089, 0.0123], [-0.0092, 0.0060, 0.0130], [-0.0238, 0.0248, -0.0158], [0.0062, 0.0312, -0.0012], [0.0204, 0.0232, 0.0160], [-0.0996, -0.1886, 0.1007], [0.0071, -0.0045, -0.0357], [0.0011, 0.0002, -0.0168], [-0.0281, -0.0122, -0.0133], [-0.0286, -0.0130, 0.0149], [-0.0167, -0.0044, 0.0415], [-0.1213, 0.2885, -0.1492], [0.3824, -0.0913, -0.4851], [-0.6637, -0.1847, -0.0193], [-0.2170, -0.0986, 0.2486], [-0.1052, 0.0623, -0.0826], [0.2475, 0.0406, 0.0923], [-0.0273, 0.0374, 0.0450], [-0.0189, -0.1189, 0.0335], [0.0102, 0.0828, -0.0797], [-0.0061, 0.0454, 0.0022], [0.0300, -0.0331, -0.0400], [-0.0308, 0.0139, -0.0178], [-0.0240, -0.0051, -0.0293], [-0.0063, -0.0064, -0.0375], [0.0211, 0.0205, -0.0126], [-0.0198, 0.0038, 0.0047], [0.0043, 0.0052, -0.0087]], "lowdin_charge": [1.4914, -0.1492, 0.3410, -0.1432, -0.1610, -0.3694, 0.7144, -0.4517, 0.7106, -0.3589, 0.3608, -0.1686, -0.1610, -0.1568, -0.3004, -0.0709, -0.0512, -0.0620, -0.0964, -0.1006, -0.3091, -0.0729, -0.0545, -0.0481, -0.0535, -0.0966, -0.2989, -0.0594, -0.0479, -0.0540, -0.0586, -0.1238, -0.3269, -0.0821, -0.0541, -0.0508, -0.0560, -0.0803, 0.0609, -0.0252, 0.0465, 0.0518, 0.0369, 0.0429, 0.0499, 0.0408, 0.0252, 0.0380, 0.0384, 0.0536, 0.0311, 0.0561, 0.0082, 0.0438, 0.0060, 0.0406, 0.1182, 0.1179, 0.1144, 0.1057, 0.0900, 0.1168, 0.1161, 0.1168, 0.1173, 0.0960, 0.1104, 0.1176, 0.1163, 0.1141, 0.0561, 0.1210, 0.1159, 0.1162, 0.1153, 0.0938, -0.0528, -0.5869, -0.0808, -0.1480, 0.1234, -0.0708, -0.1328, -0.0861, 0.1599, 0.1652, 0.1684, 0.1395, 0.1431, 0.1310, 0.1344, 0.1351, 0.1374]}

Entry 2:
{"formula": "C36H47MnN5P2", "method": "ωB97M-V/def2-TZVPD", "total_energy_ev": -95432.91251, "lumo_ev": [0.1, -0.5], "relative_energy_kcal_mol": 72.9, "multiplicity": 6, "species": ["Mn", "C", "C", "C", "C", "C", "C", "C", "C", "C", "H", "H", "H", "H", "H", "H", "H", "H", "H", "H", "H", "H", "H", "H", "H", "P", "P", "N", "N", "N", "N", "C", "C", "C", "C", "C", "C", "C", "C", "C", "C", "C", "C", "C", "C", "C", "C", "C", "C", "H", "H", "H", "H", "H", "H", "H", "H", "H", "H", "H", "H", "H", "H", "H", "H", "H", "H", "H", "H", "C", "N", "C", "C", "C", "C", "C", "C", "C", "C", "H", "H", "H", "H", "H", "H", "H", "H", "H", "H", "H", "H"], "coordinates": [[-0.4435, 0.8518, -1.5320], [-1.8857, 1.4353, -6.1994], [-1.6970, 0.1244, -5.9754], [-0.7392, -0.7391, -6.7280], [0.6675, -0.1264, -6.8699], [1.1514, 0.5391, -5.6166], [0.8242, 1.7551, -5.1674], [0.2042, 2.8417, -6.0235], [-0.9276, 2.3320, -6.9276], [0.6746, 1.6183, -0.0834], [-2.8412, 1.9427, -5.9957], [-2.4506, -0.4793, -5.4736], [-1.1242, -0.9463, -7.7461], [-0.6789, -1.7206, -6.2380], [1.3752, -0.9147, -7.1734], [0.6635, 0.5936, -7.6980], [2.0135, 0.0128, -5.1681], [1.2805, 2.1423, -4.2599], [0.9669, 3.3139, -6.6626], [-0.2039, 3.5962, -5.3435], [-1.4738, 3.1878, -7.3565], [-0.5063, 1.8155, -7.7986], [0.0432, 1.9539, 0.7568], [1.2962, 2.4371, -0.4565], [1.3045, 0.7774, 0.2639], [1.5044, -0.4518, -2.2677], [-1.7100, -0.9583, -2.0876], [2.8512, 0.6499, -2.8719], [2.5953, -1.5941, -1.4677], [-2.3800, 0.4335, -3.1557], [-3.1126, -1.8721, -1.5774], [0.6887, -1.4990, -3.5262], [-0.7072, -2.0565, -3.1714], [2.8135, 2.0434, -2.7062], [3.8554, 2.6200, -3.4224], [4.5857, 1.5589, -4.0315], [3.9725, 0.3609, -3.6535], [3.5182, -1.2132, -0.4796], [4.2983, -2.3193, -0.1473], [3.8254, -3.4235, -0.9207], [2.7801, -2.9576, -1.7106], [-1.9502, 1.7735, -2.9113], [-2.9315, 2.6271, -3.4312], [-4.0090, 1.8258, -3.9126], [-3.6668, 0.4964, -3.6788], [-4.3258, -2.1805, -2.2060], [-5.1690, -2.8226, -1.3050], [-4.4319, -2.9797, -0.0860], [-3.1866, -2.4020, -0.2834], [1.3793, -2.3132, -3.7807], [0.5335, -0.9012, -4.4381], [-1.3188, -2.2244, -4.0728], [-0.6106, -3.0121, -2.6226], [2.0310, 2.5089, -2.1342], [4.0410, 3.6798, -3.5113], [5.4349, 1.6579, -4.6916], [4.2778, -0.6691, -3.8165], [3.4867, -0.2144, -0.0591], [5.0916, -2.3336, 0.5797], [4.1886, -4.4373, -0.8854], [2.1019, -3.4913, -2.3665], [-0.8175, 2.0514, -2.8656], [-2.8682, 3.7001, -3.5460], [-4.8693, 2.1396, -4.5082], [-4.1596, -0.3983, -3.9927], [-4.4674, -1.9618, -3.2466], [-6.1809, -3.1591, -1.4982], [-4.7716, -3.4771, 0.8131], [-2.3404, -2.3218, 0.3776], [-0.3208, 0.4602, 4.4030], [-0.2019, -0.7798, 3.6873], [0.6470, -1.7308, 4.3584], [-0.2297, -0.8013, 2.2350], [-1.4933, -0.1622, 1.6792], [-2.6158, -0.4061, 2.5003], [-3.8643, 0.1663, 2.2494], [-3.9925, 1.0359, 1.1654], [-2.8732, 1.3013, 0.3539], [-1.6955, 0.5614, 0.4810], [-0.4741, 0.2053, 5.4608], [-1.1709, 1.0460, 4.0583], [0.5904, 1.0793, 4.3366], [0.5305, -2.7273, 3.9199], [1.7176, -1.4557, 4.3259], [0.3496, -1.7696, 5.4172], [0.6939, -0.3858, 1.7928], [-0.2514, -1.8761, 1.9576], [-2.5138, -1.0512, 3.3832], [-4.7251, -0.0742, 2.8826], [-4.9651, 1.4799, 0.9369], [-2.9663, 2.0843, -0.4066]], "atomic_forces_ev_per_a": [[0.0638, 0.6436, 3.5943], [-0.6328, -0.2739, -0.4932], [-1.2410, 0.3752, -1.1854], [0.8070, -0.1568, -0.0932], [0.3557, -0.1087, -0.7542], [1.4344, 0.3265, -0.2066], [0.9572, 0.4580, -0.9999], [-0.8386, -0.4494, 0.3724], [-0.1363, 0.1660, -0.8111], [0.9078, 1.2243, 0.8719], [0.6662, -0.6205, 0.5683], [-0.0737, 0.4775, -0.1208], [-0.0091, 0.1082, 0.4467], [0.1070, 0.1208, -0.0622], [-0.1823, 0.2037, 0.1787], [0.1602, -0.4358, 0.2338], [-0.9080, 0.4328, 0.1811], [-0.0342, -0.3154, -0.2665], [-0.0309, -0.0931, 0.4007], [0.0710, 0.1594, -0.1807], [0.1244, -0.1804, 0.2717], [-0.2188, 0.3172, 0.2450], [0.7049, 0.1048, -0.3786], [0.3484, 0.1009, 0.5245], [-0.0912, 0.4900, -0.0555], [2.3702, 0.5501, 0.3508], [-1.2429, -0.1149, -0.3274], [-0.7122, -0.3115, 0.1013], [0.0232, -0.1388, 0.2387], [-0.7322, -0.9755, 0.9795], [-0.0747, -0.2730, -0.3130], [0.2493, -0.5034, -1.0159], [-0.8061, -0.4157, -0.1625], [0.7213, -0.0900, -0.7437], [-0.9106, -0.8637, 0.5723], [-0.8105, -1.1586, 0.5019], [0.2222, 0.7338, -0.2200], [0.0847, -0.9566, -0.0753], [-1.1223, 0.8626, -0.6219], [-0.8954, 0.8126, -0.5037], [0.4882, -0.0718, 0.4724], [-0.2331, 0.2843, -1.4800], [0.5329, -0.9287, 0.3275], [0.4398, -1.0722, 0.3072], [0.7503, 1.5504, -0.2358], [-0.5272, -0.4576, 0.6796], [1.2462, 0.4749, -0.5567], [0.9505, 0.5255, -0.6561], [-0.7647, -0.2068, 0.1074], [-0.3416, 0.0669, -0.2861], [0.2827, -0.2326, 0.7907], [0.6046, -0.3268, 0.0051], [-0.2946, 0.3861, -0.1135], [0.0353, -0.0794, -0.0107], [0.0302, -0.0932, 0.0948], [0.0356, -0.1119, 0.1983], [-0.1656, 0.2682, -0.0906], [0.1549, -0.1425, -0.2500], [0.0009, 0.0473, 0.0343], [-0.0473, 0.0005, -0.0452], [0.3509, 0.0451, 0.1098], [-1.6964, -0.0113, -0.4374], [0.1681, -0.1019, 0.1634], [0.2705, -0.0006, 0.5720], [-0.2211, 0.0903, 0.1123], [-0.1621, -0.1050, 0.1093], [0.2530, 0.0777, -0.0603], [0.1360, 0.1820, -0.1081], [-0.0919, 0.1781, 0.0830], [0.3525, 0.0567, 0.0361], [-0.5397, -0.5503, 0.1963], [0.0546, 0.1876, -0.1357], [0.5192, -0.4919, -0.3497], [-1.5746, -0.2082, 0.4045], [-0.3571, 0.3246, 0.2041], [0.0874, -0.2060, -0.4357], [0.1767, 0.2636, 0.1127], [-1.0466, -0.6852, 0.3972], [0.7618, 0.2272, -0.3371], [-0.0328, 0.2423, -0.1765], [0.0166, 0.0082, -0.0717], [-0.0391, 0.0983, 0.0206], [0.0369, 0.1028, 0.0339], [0.0036, -0.1084, 0.0002], [0.1313, -0.1204, -0.2617], [-0.2737, 0.0380, -0.0116], [0.2049, 0.2939, 0.0503], [0.0940, 0.3396, -0.3721], [0.3322, 0.0748, -0.2544], [0.3204, 0.1110, 0.1589], [-0.0892, -0.4651, -0.0872]], "lowdin_spin": [4.1001, 0.0003, 0.0009, 0.0004, 0.0007, 0.0042, 0.0037, 0.0000, 0.0000, 0.1301, 0.0001, 0.0001, 0.0000, 0.0001, 0.0000, 0.0002, 0.0002, 0.0034, 0.0000, 0.0002, 0.0000, 0.0000, 0.0146, 0.0336, 0.0165, 0.0972, 0.0878, 0.0101, 0.0231, 0.0358, 0.0249, 0.0092, 0.0134, 0.0085, 0.0007, 0.0022, 0.0011, 0.0034, 0.0016, 0.0029, 0.0035, 0.0474, 0.0205, 0.0093, 0.0190, 0.0052, 0.0007, 0.0001, 0.0030, 0.0014, 0.0011, 0.0018, 0.0006, 0.0074, 0.0000, 0.0003, 0.0000, 0.0010, 0.0001, 0.0004, 0.0002, 0.0357, 0.0009, 0.0003, 0.0012, 0.0001, 0.0004, 0.0000, 0.0012, 0.0001, -0.0001, 0.0001, 0.0015, 0.0136, 0.0071, -0.0062, 0.0070, 0.0182, 0.1580, 0.0000, 0.0000, 0.0002, 0.0000, 0.0000, 0.0000, 0.0005, -0.0004, 0.0015, -0.0004, 0.0012, 0.0040]}